(1)
The following is a DFT calculation (wB97M-V/def2-TZVPD) of a 13-piece molecular cluster, H26O13 overall at a distorted geometry.

Results
ΔE to the lowest compared entry with this formula, charge and spin in kcal per mole: 128.29
Electronic energy in a.u.: -993.568785
Gap between HOMO and LUMO in eV: 8.7398
HOMO level in eV: -8.83

Last column: Löwdin charge in e.
CARTESIAN COORDINATES (ANGSTROEM)
H  0.36670  -0.03434  -0.18384  0.00
H  1.64880  0.50632  0.16637  -0.01
H  -4.98729  0.85642  -0.51421  0.10
H  -3.50383  0.90669  -0.14031  -0.01
H  2.22919  4.22056  0.65496  0.05
H  2.83808  2.94528  0.87952  -0.02
H  -3.50949  -3.25270  -0.07440  0.03
H  -2.27016  -3.42341  0.68388  0.10
H  0.89261  -2.14781  2.33144  -0.01
H  1.68478  -3.33135  2.02475  0.06
H  -2.37186  -0.86346  3.40412  0.10
H  -1.17763  -1.98662  3.28181  0.01
H  -1.04599  -2.09824  -2.23454  0.07
H  -0.74649  -2.72494  -0.99643  -0.04
H  1.86856  -1.46001  -0.64759  -0.04
H  1.10174  -1.29118  -1.92766  0.07
H  -1.81536  3.90605  0.99129  0.00
H  -1.58560  3.59350  2.47264  0.04
H  -1.33871  0.14586  -1.95430  0.04
H  -2.63768  -0.50961  -2.27641  -0.01
H  3.63949  0.01764  -2.44437  0.05
H  2.73644  1.39914  -2.41923  0.10
H  5.03437  -1.16842  1.29755  0.01
H  4.14644  -0.22929  1.87876  0.05
H  -1.41059  2.32256  -1.80921  -0.01
H  -0.16775  3.13268  -1.53764  0.08
O  0.76366  0.54346  0.46195  -0.03
O  -4.34863  1.08097  0.27181  -0.09
O  2.01828  3.32194  0.93961  -0.02
O  -2.66193  -2.82158  -0.05493  -0.08
O  1.72040  -2.35968  1.94626  -0.03
O  -1.99740  -1.67682  2.88516  -0.10
O  -0.33046  -2.19598  -1.57589  -0.04
O  1.77076  -1.91383  -1.45757  -0.12
O  -1.29018  4.14291  1.73080  -0.04
O  -1.99772  0.02095  -2.67446  -0.03
O  2.78241  0.39755  -2.17415  -0.11
O  4.51244  -0.44129  0.99371  -0.06
O  -0.56039  2.47008  -2.19928  -0.07

***

(2)
The following is a DFT calculation (wB97M-V/def2-TZVPD) of one molecule with the formula C9H11Cl2NO at a distorted geometry.

Results
ΔE to the lowest compared entry with this formula, charge and spin in kcal per mole: 19.67
Electronic energy in a.u.: -1399.922579
Gap between HOMO and LUMO in eV: 8.4858
HOMO level in eV: -7.98
SMILES: O[C@H](CCl)CNc1ccccc1Cl

Last column: Löwdin charge in e.
CARTESIAN COORDINATES (ANGSTROEM)
O  2.95809  -1.46548  -0.13218  -0.05
C  2.14130  -0.31362  -0.16297  -0.46
C  3.11223  0.83592  -0.40956  -0.48
Cl  2.23513  2.41857  -0.69883  0.54
C  1.32342  -0.14419  1.11644  -0.17
N  0.13929  0.66497  1.04163  -0.01
C  -0.97156  0.25802  0.41383  -0.32
C  -1.21350  -1.07862  0.05583  -0.03
C  -2.46357  -1.47269  -0.43560  -0.09
C  -3.45256  -0.55124  -0.75152  -0.11
C  -3.20570  0.77793  -0.52198  -0.13
C  -1.99251  1.15000  0.05205  -0.56
Cl  -1.79245  2.87225  0.31795  0.67
H  2.38774  -2.26602  -0.23692  0.12
H  1.40909  -0.51284  -1.00009  0.16
H  3.73223  1.03695  0.48867  0.09
H  3.81448  0.63522  -1.23832  0.09
H  1.04747  -1.17725  1.47873  0.13
H  1.89451  0.33148  1.94551  0.14
H  0.26600  1.67971  1.09295  0.07
H  -0.50895  -1.88194  0.27240  0.10
H  -2.60335  -2.50566  -0.59984  0.09
H  -4.34643  -0.85098  -1.28423  0.10
H  -3.91038  1.55952  -0.80398  0.10

***

(3)
The following is a DFT calculation (wB97M-V/def2-TZVPD) of an isolated ion of composition C4H8NO3 and charge +1 at a distorted geometry.

Results
ΔE to the lowest compared entry with this formula, charge and spin in kcal per mole: 18.23
Multiplicity: 3
Electronic energy in a.u.: -437.249968
Gap between HOMO and LUMO (alpha / beta) in eV: 8.1136 / 6.9602
Net charge: +1
HOMO level (alpha / beta) in eV: -11.67 / -14.88

Last column: Löwdin spin population.
CARTESIAN COORDINATES (ANGSTROEM)
C  -1.74673  -1.41820  0.14250  0.81
C  -1.21379  -0.18784  -0.01672  0.70
C  0.15741  0.22718  0.19266  0.09
C  2.50399  -0.13149  0.49977  0.00
N  -2.05230  0.96179  -0.50342  0.06
O  0.28136  1.45430  0.10736  0.23
O  2.92201  0.32924  -0.68451  0.00
O  1.05498  -0.59259  0.44593  0.00
H  -2.81363  -1.58466  0.28913  0.05
H  -1.22396  -2.12371  0.65363  0.05
H  2.48950  0.74243  1.16970  0.00
H  2.99140  -0.95831  1.07881  0.00
H  -1.54961  1.85279  -0.43891  0.00
H  -3.01513  0.92957  -0.12448  0.01
H  -2.04504  0.88819  -1.50100  0.02
H  3.25952  -0.38868  -1.31044  0.00

***

(4)
The following is a DFT calculation (wB97M-V/def2-TZVPD) of a 2-piece molecular cluster, C4H12N3 overall at a distorted geometry.

Results
ΔE to the lowest compared entry with this formula, charge and spin in kcal per mole: 44.01
Electronic energy in a.u.: -323.608133
Gap between HOMO and LUMO in eV: 11.0278
Net charge: +1
HOMO level in eV: -13.76

Last column: Löwdin charge in e.
CARTESIAN COORDINATES (ANGSTROEM)
C  0.79726  1.94485  0.35191  -0.21
C  1.70489  2.45379  -0.45477  0.05
N  1.09759  0.86906  1.29151  0.12
H  -0.23221  2.29764  0.37339  0.13
H  1.42723  3.26812  -1.11325  0.08
H  2.71333  2.00171  -0.53227  0.09
H  0.40837  -0.03199  1.04020  0.09
H  2.09481  0.63666  1.20869  0.16
H  0.95543  1.12970  2.27205  0.16
C  -1.02060  -2.21456  0.81450  -0.07
N  -1.42522  -1.15538  -1.89130  0.12
C  -0.58387  -0.57097  -0.94370  -0.22
N  -0.32070  -1.02220  0.24653  -0.07
H  -0.51685  -2.53714  1.72935  0.08
H  -0.93190  -3.05354  0.07323  0.10
H  -2.09222  -2.05478  1.01531  0.09
H  -1.82852  -0.45452  -2.49778  0.10
H  -2.13936  -1.83191  -1.62313  0.10
H  -0.10745  0.32543  -1.36044  0.12

***

(5)
The following is a DFT calculation (wB97M-V/def2-TZVPD) of a 2-piece molecular cluster, C26H18F6NO2S overall at a distorted geometry.

Results
Electronic energy in a.u.: -2204.279105
Gap between HOMO and LUMO in eV: 4.8831
Net charge: -1
HOMO level in eV: -3.21

Last column: Löwdin charge in e.
CARTESIAN COORDINATES (ANGSTROEM)
C  5.95171  -2.32830  3.04087  -0.08
N  5.46115  -0.95914  2.87273  -0.24
C  5.82547  -0.04451  3.95439  -0.08
C  4.38864  -0.64281  1.98083  -0.24
C  3.05063  -0.81812  2.36089  0.01
C  2.04194  -0.44739  1.51838  -0.03
C  2.30021  0.12228  0.26363  -0.19
C  1.20614  0.52737  -0.60602  0.08
C  0.05596  1.13050  -0.20329  -0.07
C  -1.09152  1.41140  -1.07586  -0.30
O  -1.26978  0.96052  -2.18876  0.13
C  -2.00332  2.28541  -0.31866  -0.08
C  -1.50993  2.43824  0.97413  -0.09
C  -2.17540  3.21174  1.90641  0.00
C  -3.35637  3.81953  1.53657  -0.07
C  -3.84893  3.67430  0.24862  -0.07
C  -3.17853  2.91396  -0.69121  0.01
C  -0.25143  1.69617  1.11764  -0.29
O  0.38337  1.60018  2.14727  0.10
C  3.64099  0.25870  -0.12905  -0.03
C  4.65705  -0.10208  0.71419  -0.02
H  5.53244  -2.97186  2.27274  0.09
H  7.03631  -2.35161  2.95900  0.07
H  5.66220  -2.71626  4.01485  0.07
H  5.30680  0.90105  3.82186  0.09
H  5.54085  -0.46407  4.91670  0.07
H  6.89732  0.14161  3.94530  0.07
H  2.82636  -1.24272  3.32369  0.12
H  1.01757  -0.57888  1.81765  0.10
H  1.30728  0.33477  -1.66206  0.13
H  -1.75929  3.33833  2.88967  0.12
H  -3.90014  4.41279  2.25412  0.10
H  -4.76835  4.16638  -0.02359  0.10
H  -3.54191  2.82322  -1.70050  0.12
H  3.86610  0.66671  -1.09855  0.11
H  5.68533  0.02485  0.42393  0.10
F  -5.34165  -0.37876  -0.13399  0.13
C  -5.42450  -0.89667  -1.37063  -0.59
F  -6.16818  -2.01559  -1.35528  0.14
F  -5.96163  -0.00112  -2.21549  0.13
C  -4.03383  -1.25670  -1.83844  -0.14
C  -3.71584  -1.20544  -3.18545  0.00
C  -2.46326  -1.59549  -3.62936  -0.15
C  -2.16340  -1.62775  -5.11073  -0.58
F  -0.85236  -1.39998  -5.29782  0.13
F  -2.48872  -2.84489  -5.57745  0.14
F  -2.89559  -0.69098  -5.73712  0.13
C  -1.52036  -2.02515  -2.72377  -0.09
C  -1.82187  -2.07438  -1.35773  -0.84
S  -0.68747  -2.58324  -0.25913  0.47
C  -3.09791  -1.69244  -0.92987  -0.09
H  -4.44818  -0.85204  -3.89523  0.11
H  -0.54211  -2.31195  -3.07682  0.10
H  -3.36009  -1.73967  0.11578  0.10

***

(6)
The following is a DFT calculation (wB97M-V/def2-TZVPD) of one molecule with the formula C4H3N3 at a distorted geometry.

Results
ΔE to the lowest compared entry with this formula, charge and spin in kcal per mole: 71.72
Electronic energy in a.u.: -318.370435
Gap between HOMO and LUMO in eV: 9.3985
HOMO level in eV: -9.78
SMILES: [H]/N=C(\C#N)N=C=C

Last column: Löwdin charge in e.
CARTESIAN COORDINATES (ANGSTROEM)
H  1.48104  1.88202  -0.24798  0.07
N  0.67199  1.28994  -0.10792  0.17
C  1.00879  0.06446  -0.00863  -0.45
C  2.37473  -0.41252  0.00029  -0.14
N  3.47207  -0.77002  0.02630  0.17
N  0.05042  -0.89538  0.29173  0.15
C  -1.06802  -0.40297  0.12538  -0.20
C  -2.25025  -0.00090  -0.18716  0.05
H  -2.60430  -1.03675  -0.33134  0.10
H  -2.78626  0.79221  0.31740  0.08

***

Question: The highest electronic energy belongs to which entry?
Answer: C4H3N3

***

Question: What is the electronic energy in the third record?
Answer: -437.249968 a.u.